Entry 1:
DFT (ωB97M-V with the def2-TZVPD basis set) results for 6 unconnected molecules or ions with the total composition C29H61FNO8S.

Last column: Mulliken charge in e.
Cartesian coordinates (Å):
C1 1.182 6.824 2.091  -1.11
C2 2.562 6.160 1.920  -0.56
C3 2.338 4.652 1.610  0.41
C4 3.627 4.046 1.033  -0.92
C5 3.542 2.559 0.569  -1.12
C6 2.135 1.940 0.475  0.17
C7 1.609 1.303 1.783  -0.87
C8 0.060 1.237 1.786  -0.57
C9 -0.490 2.630 2.232  0.18
C10 -1.830 2.532 2.985  -1.26
C11 -3.046 2.172 2.132  -1.03
N1 -3.562 3.255 1.216  0.48
C12 -4.870 2.762 0.616  -0.98
O1 -2.656 3.709 0.261  -0.41
C13 -2.504 2.809 -0.861  -0.11
C14 -1.151 3.181 -1.515  -1.07
S1 -4.003 4.714 2.168  1.16
O2 -4.609 4.336 3.373  -0.52
O3 -2.845 5.486 2.259  -0.45
F1 -4.976 5.476 1.245  -0.17
H1 0.511 6.180 2.672  0.18
H2 1.240 7.783 2.615  0.43
H3 0.703 6.988 1.119  0.26
H4 3.078 6.193 2.883  0.34
H5 3.119 6.645 1.117  0.36
H6 2.151 4.172 2.574  0.10
H7 1.487 4.602 0.925  -0.04
H8 4.004 4.703 0.243  0.40
H9 4.381 4.105 1.828  0.23
H10 3.945 2.538 -0.451  0.35
H11 4.198 1.898 1.142  0.37
H12 2.208 1.116 -0.259  0.36
H13 1.368 2.618 0.091  -0.30
H14 1.954 0.262 1.811  0.30
H15 1.999 1.784 2.684  0.54
H16 -0.232 0.545 2.584  0.50
H17 -0.329 0.940 0.806  0.18
H18 0.236 2.997 2.960  0.43
H19 -0.484 3.353 1.415  -0.05
H20 -1.722 1.710 3.702  0.56
H21 -1.957 3.438 3.582  0.34
H22 -3.868 1.964 2.826  0.53
H23 -2.912 1.245 1.570  0.61
H24 -4.814 1.700 0.395  0.44
H25 -5.648 2.959 1.359  0.40
H26 -5.142 3.360 -0.253  0.36
H27 -2.441 1.756 -0.579  0.20
H28 -3.263 2.967 -1.629  0.52
H29 -0.353 2.497 -1.239  0.17
H30 -1.296 3.193 -2.596  0.46
H31 -0.914 4.213 -1.239  0.24
C15 -5.874 10.132 3.292  -1.11
C16 -6.312 8.864 3.980  0.60
O4 -7.252 8.845 4.736  -0.54
C17 -5.521 7.609 3.684  -0.76
H32 -6.526 10.949 3.594  0.31
H33 -4.849 10.376 3.574  0.32
H34 -5.939 10.012 2.209  0.31
H35 -4.481 7.743 3.986  0.36
H36 -5.576 7.381 2.620  0.16
H37 -5.945 6.777 4.245  0.35
C18 2.798 -3.292 0.313  -1.12
C19 2.714 -2.267 -0.788  0.65
O5 2.174 -1.193 -0.613  -0.50
C20 3.329 -2.636 -2.109  -0.77
H38 2.318 -2.901 1.209  0.28
H39 2.288 -4.207 0.009  0.31
H40 3.842 -3.511 0.539  0.36
H41 2.841 -3.526 -2.510  0.04
H42 4.395 -2.829 -1.982  0.37
H43 3.201 -1.814 -2.812  0.34
C21 4.059 -5.453 -5.107  -1.19
C22 3.648 -6.352 -3.965  0.87
O6 3.348 -5.896 -2.882  -0.44
C23 3.625 -7.834 -4.228  -0.75
H44 4.031 -4.414 -4.780  0.23
H45 5.075 -5.694 -5.423  0.38
H46 3.371 -5.576 -5.945  0.31
H47 4.624 -8.175 -4.508  0.43
H48 2.918 -8.056 -5.031  0.29
H49 3.308 -8.362 -3.327  0.03
C24 0.832 -10.156 -0.530  -1.07
C25 2.129 -9.397 -0.623  0.77
O7 2.613 -9.102 -1.693  -0.58
C26 2.803 -9.017 0.672  -1.14
H50 0.460 -10.359 -1.531  0.23
H51 0.991 -11.103 -0.010  0.39
H52 0.090 -9.561 0.005  0.32
H53 3.047 -9.915 1.243  0.35
H54 2.146 -8.374 1.259  0.32
H55 3.723 -8.477 0.456  0.29
C27 0.098 -6.513 -4.120  -0.75
C28 -0.978 -7.537 -3.847  0.72
O8 -0.899 -8.302 -2.914  -0.50
C29 -2.157 -7.565 -4.789  -1.19
H56 0.882 -6.605 -3.370  0.04
H57 0.533 -6.684 -5.107  0.31
H58 -0.323 -5.508 -4.067  0.39
H59 -1.820 -7.780 -5.804  0.33
H60 -2.674 -6.605 -4.768  0.32
H61 -2.850 -8.344 -4.477  0.32

As for the maximum force: 3.18 eV/A. The value obtained for the frontier orbital gap is 0.2742 Eh. Its spin multiplicity is 1. As for the total charge: +1.

---

Entry 2:
DFT (ωB97M-V with the def2-TZVPD basis set) results for a single C4H9NO3 molecule.

Last column: Mulliken charge in e.
Cartesian coordinates (Å):
N1 2.295 -0.001 0.342  -0.67
C1 0.899 0.157 -0.032  0.27
C2 0.699 -0.474 -1.401  -0.66
O1 1.443 0.181 -2.419  -0.55
C3 -0.096 -0.460 0.955  -0.67
C4 -1.461 0.176 0.863  0.52
O2 -1.721 1.285 0.493  -0.55
O3 -2.421 -0.694 1.241  -0.46
H1 2.568 -0.944 0.554  0.21
H2 2.614 0.641 1.058  0.22
H3 0.747 1.225 -0.226  0.42
H4 -0.351 -0.408 -1.684  0.30
H5 0.934 -1.546 -1.432  0.33
H6 2.261 0.508 -2.019  0.33
H7 0.331 -0.305 1.949  0.30
H8 -0.202 -1.534 0.767  0.31
H9 -3.280 -0.291 1.035  0.34

As for the maximum force: 0.82 eV/A. The value obtained for the frontier orbital gap is 0.3837 Eh. For the energy relative to the best compared isomer or geometry (same formula, charge and spin), the calculation gives 16.2 kcal/mol. Its spin multiplicity is 1. The SMILES is N[C@@H](CO)CC(=O)O.

---

Entry 3:
DFT (ωB97M-V with the def2-TZVPD basis set) results for 9 unconnected molecules or ions with the total composition C54H135N9O18.

Last column: Mulliken charge in e.
Cartesian coordinates (Å):
C1 -1.520 -6.875 4.799  -0.73
O1 -1.077 -5.543 4.997  -0.30
C2 -0.080 -5.131 4.087  -0.56
C3 0.464 -3.799 4.545  -0.40
N1 1.087 -3.941 5.844  -0.35
C4 1.621 -2.719 6.427  0.01
C5 1.977 -2.987 7.879  -0.87
O2 0.833 -3.431 8.576  -0.30
C6 1.125 -3.853 9.876  -0.77
H1 -2.053 -6.948 3.845  0.23
H2 -2.131 -7.124 5.660  0.25
H3 -0.648 -7.538 4.744  0.34
H4 -0.561 -4.968 3.109  0.20
H5 0.727 -5.861 3.983  0.41
H6 -0.266 -2.975 4.527  0.35
H7 1.215 -3.531 3.790  0.15
H8 0.393 -4.290 6.496  0.31
H9 0.839 -1.943 6.395  0.33
H10 2.547 -2.368 5.972  -0.02
H11 2.390 -2.071 8.319  0.46
H12 2.725 -3.792 7.880  0.36
H13 0.246 -4.325 10.319  0.25
H14 1.382 -3.006 10.523  0.29
H15 1.914 -4.614 9.917  0.32
C7 -0.631 0.347 -2.780  -1.27
O3 -1.625 -0.642 -2.691  0.42
C8 -1.881 -1.337 -3.896  -0.96
C9 -3.014 -2.330 -3.644  -0.50
N2 -2.836 -3.083 -2.429  0.82
C10 -3.949 -3.958 -2.123  0.50
C11 -3.855 -4.578 -0.751  -1.25
O4 -3.860 -3.584 0.262  0.22
C12 -3.708 -4.125 1.548  -1.12
H16 0.355 -0.050 -3.052  0.32
H17 -0.561 0.804 -1.792  0.32
H18 -0.892 1.136 -3.497  0.40
H19 -0.965 -1.829 -4.239  0.29
H20 -2.239 -0.616 -4.643  0.41
H21 -2.972 -3.020 -4.494  0.00
H22 -3.971 -1.789 -3.682  0.47
H23 -2.537 -2.575 -1.610  -0.46
H24 -4.076 -4.805 -2.809  -0.48
H25 -4.887 -3.389 -2.246  0.30
H26 -2.927 -5.157 -0.653  0.38
H27 -4.721 -5.236 -0.611  0.42
H28 -4.389 -4.966 1.747  0.47
H29 -3.964 -3.374 2.294  0.28
H30 -2.695 -4.513 1.709  0.30
C13 3.865 -0.084 -0.964  -0.11
O5 2.579 -0.495 -0.585  -0.19
C14 2.340 -1.853 -0.880  -0.97
C15 0.925 -2.162 -0.465  -0.04
N3 0.775 -2.083 0.979  0.35
C16 -0.618 -2.220 1.402  -0.37
C17 -1.584 -1.102 1.096  0.77
O6 -1.262 0.082 1.788  -0.55
C18 -2.168 1.105 1.467  -0.56
H31 4.607 -0.664 -0.395  0.03
H32 4.047 0.950 -0.685  -0.02
H33 4.058 -0.272 -2.024  0.28
H34 3.061 -2.491 -0.349  0.20
H35 2.461 -2.024 -1.961  0.56
H36 0.634 -3.161 -0.809  0.47
H37 0.251 -1.482 -1.006  -0.36
H38 1.172 -1.215 1.323  -0.01
H39 -0.507 -2.281 2.492  -0.96
H40 -0.952 -3.208 1.082  0.48
H41 -2.567 -1.422 1.461  0.72
H42 -1.545 -0.983 0.004  -0.83
H43 -3.211 0.904 1.742  0.08
H44 -2.135 1.266 0.381  0.18
H45 -1.880 2.036 1.948  0.55
C19 4.971 4.154 -1.285  -0.80
O7 5.292 4.712 -2.546  -0.30
C20 4.412 5.730 -2.937  -0.38
C21 4.699 6.169 -4.347  -0.44
N4 3.840 7.254 -4.765  -0.25
C22 3.972 7.606 -6.173  -0.64
C23 3.215 8.895 -6.458  -0.49
O8 3.784 9.513 -7.591  -0.30
C24 3.236 10.788 -7.842  -0.70
H46 5.741 3.419 -1.063  0.24
H47 3.988 3.677 -1.303  0.22
H48 5.013 4.955 -0.540  0.46
H49 4.529 6.586 -2.255  0.32
H50 3.356 5.426 -2.850  0.29
H51 4.641 5.298 -5.032  0.06
H52 5.762 6.396 -4.487  0.34
H53 2.876 6.943 -4.673  0.24
H54 3.627 6.792 -6.831  0.27
H55 5.003 7.749 -6.510  0.41
H56 3.255 9.552 -5.583  0.36
H57 2.159 8.668 -6.669  0.30
H58 2.141 10.760 -7.833  0.29
H59 3.589 11.114 -8.818  0.25
H60 3.582 11.501 -7.083  0.29
C25 6.586 -3.043 -1.056  -0.80
O9 6.460 -2.369 -2.285  -0.22
C26 7.657 -1.700 -2.642  -0.56
C27 7.399 -0.965 -3.941  -0.73
N5 6.460 0.131 -3.772  -0.18
C28 6.040 0.745 -5.023  -1.06
C29 5.192 1.959 -4.711  -0.20
O10 3.887 1.480 -4.412  -0.34
C30 2.972 2.508 -4.097  -0.11
H61 7.276 -3.887 -1.169  0.39
H62 5.617 -3.458 -0.774  0.20
H63 6.879 -2.411 -0.210  0.28
H64 8.461 -2.432 -2.772  0.46
H65 7.940 -0.963 -1.879  0.27
H66 6.946 -1.737 -4.591  0.31
H67 8.328 -0.663 -4.426  0.45
H68 5.630 -0.285 -3.359  0.00
H69 5.446 0.069 -5.656  0.33
H70 6.930 1.015 -5.597  0.61
H71 5.105 2.645 -5.564  0.41
H72 5.636 2.478 -3.857  0.14
H73 3.135 2.897 -3.092  -0.20
H74 1.976 2.072 -4.179  0.16
H75 3.042 3.289 -4.865  0.30
C31 8.207 3.278 3.514  -0.76
O11 6.993 2.740 3.055  -0.31
C32 7.182 1.484 2.420  -0.79
C33 5.855 0.944 1.938  0.14
N6 5.081 0.422 3.080  -0.36
C34 3.801 -0.145 2.615  -0.29
C35 2.988 -0.573 3.838  -0.03
O12 2.361 0.528 4.452  -0.48
C36 1.178 1.005 3.834  -0.47
H76 8.103 4.357 3.614  0.24
H77 9.044 3.075 2.838  0.31
H78 8.466 2.876 4.501  0.28
H79 7.616 0.758 3.116  0.33
H80 7.851 1.640 1.563  0.45
H81 6.104 0.061 1.340  -0.11
H82 5.331 1.700 1.341  0.22
H83 4.828 1.264 3.600  0.29
H84 4.023 -1.090 2.107  0.15
H85 3.260 0.584 2.006  0.23
H86 3.692 -1.028 4.537  0.41
H87 2.262 -1.356 3.579  -0.05
H88 0.700 0.272 3.181  0.13
H89 1.502 1.859 3.228  0.32
H90 0.443 1.358 4.555  0.19
C37 -7.862 5.000 2.088  -0.98
O13 -8.002 3.758 1.457  -0.24
C38 -8.923 2.921 2.115  -0.61
C39 -8.948 1.588 1.395  -0.71
N7 -7.655 0.930 1.396  -0.13
C40 -7.617 -0.182 0.462  -1.13
C41 -6.209 -0.594 0.089  -0.02
O14 -5.710 0.367 -0.806  -0.47
C42 -4.417 0.036 -1.232  -0.53
H91 -7.119 5.590 1.554  0.26
H92 -7.612 4.929 3.152  0.39
H93 -8.787 5.597 2.053  0.35
H94 -9.940 3.336 2.125  0.46
H95 -8.644 2.798 3.171  0.30
H96 -9.277 1.812 0.363  0.37
H97 -9.760 0.985 1.815  0.41
H98 -7.017 1.668 1.110  0.07
H99 -8.127 0.051 -0.486  0.42
H100 -8.158 -1.019 0.912  0.43
H101 -6.252 -1.599 -0.358  0.32
H102 -5.570 -0.746 0.971  0.13
H103 -3.675 0.014 -0.432  0.28
H104 -3.937 0.666 -1.986  0.32
H105 -4.422 -0.942 -1.730  0.23
C43 -0.676 6.109 7.146  -0.76
O15 -1.350 5.284 6.228  -0.27
C44 -2.331 4.475 6.844  -0.72
C45 -2.682 3.322 5.940  -0.25
N8 -3.643 3.685 4.895  -0.44
C46 -4.155 2.512 4.219  -0.31
C47 -4.901 2.920 2.946  0.32
O16 -3.969 3.561 2.101  -0.37
C48 -4.433 3.759 0.782  -0.30
H106 -0.008 6.770 6.598  0.24
H107 -0.088 5.528 7.866  0.30
H108 -1.405 6.718 7.697  0.30
H109 -3.196 5.094 7.111  0.34
H110 -1.937 4.056 7.782  0.44
H111 -3.124 2.501 6.506  0.52
H112 -1.758 2.964 5.463  -0.06
H113 -3.222 4.280 4.192  0.31
H114 -4.840 1.903 4.812  0.38
H115 -3.348 1.858 3.850  -0.06
H116 -5.697 3.617 3.233  0.21
H117 -5.314 2.008 2.501  -0.06
H118 -4.816 2.818 0.362  0.02
H119 -3.601 4.084 0.163  0.30
H120 -5.267 4.466 0.769  0.03
C49 0.615 -4.555 -3.631  -0.38
O17 0.204 -5.548 -4.530  -0.44
C50 -1.031 -6.141 -4.200  0.83
C51 -1.425 -6.919 -5.435  -0.90
N9 -2.581 -7.806 -5.300  -0.37
C52 -3.806 -7.163 -4.856  -0.84
C53 -4.258 -5.963 -5.697  0.21
O18 -5.482 -5.516 -5.203  -0.32
C54 -5.985 -4.353 -5.833  -0.63
H121 1.465 -4.033 -4.065  0.39
H122 0.824 -4.908 -2.616  0.35
H123 -0.175 -3.796 -3.527  -0.12
H124 -1.738 -5.315 -4.008  -0.64
H125 -1.015 -6.740 -3.280  0.28
H126 -0.601 -7.597 -5.672  0.38
H127 -1.540 -6.220 -6.273  0.31
H128 -2.783 -8.227 -6.198  0.30
H129 -3.744 -6.799 -3.824  0.20
H130 -4.613 -7.897 -4.790  0.41
H131 -4.215 -6.262 -6.756  0.45
H132 -3.491 -5.183 -5.556  -0.18
H133 -5.254 -3.548 -5.723  0.22
H134 -6.894 -4.065 -5.302  0.23
H135 -6.321 -4.585 -6.847  0.33

As for the maximum force: 2.25 eV/A. The value obtained for the frontier orbital gap is 0.3299 Eh. For the energy relative to the best compared isomer or geometry (same formula, charge and spin), the calculation gives 22.8 kcal/mol. Its spin multiplicity is 1. The SMILES is COCCNCCOC.COCCNCCOC.COCCNCCOC.COCCNCCOC.COCCNCCOC.COCCNCCOC.COCCNCCOC.COCCNCCOC.COCCNCCOC.